[1]
The following is a quantum chemistry calculation of a 2-piece molecular cluster, C6H12N2O3 overall, from OMol25.

Last column: Löwdin charge in e.
Geometry (Å):
C 2.6804 -0.5494 0.0736  -0.548
C -0.0036 1.7083 -1.1340  -0.173
C -0.8563 2.0624 0.0916  -0.179
C 0.0844 0.5970 1.7048  0.031
C 1.6492 0.4197 0.0704  -0.122
C -1.5431 -2.9389 -0.1093  -0.142
N 1.3956 1.4531 -0.7811  0.003
N -1.0068 0.9293 0.9869  -0.072
O 3.7723 -0.8718 0.4029  0.128
O 1.6311 -1.0838 -0.5312  0.036
O -1.1720 -1.5970 -0.3124  -0.156
H -0.4539 0.8379 -1.6344  0.119
H -0.0140 2.5532 -1.8239  0.119
H -0.3856 2.8780 0.6434  0.122
H -1.8472 2.3766 -0.2431  0.119
H 0.1181 -0.3835 2.1436  0.099
H 0.6094 1.3932 2.2061  0.091
H -0.7776 -3.4918 0.4447  0.085
H -1.7252 -3.4472 -1.0639  0.080
H -2.4673 -2.9351 0.4741  0.082
H 2.0099 1.5238 -1.5879  0.133
H -1.4622 0.1297 0.5464  0.098
H -0.2356 -1.5636 -0.5673  0.047

Forces on the atoms, in the same order (eV/Å):
-0.1 0.6 0.0
-0.1 0.1 0.5
0.1 0.0 -0.4
1.9 -0.1 -2.2
-2.5 1.0 2.5
-0.2 -0.4 0.0
0.5 0.0 -0.4
-0.4 -0.1 0.2
0.5 -0.4 0.0
0.0 -1.1 -0.5
0.3 0.4 -0.1
0.0 0.1 0.0
0.0 -0.1 0.0
-0.1 0.1 0.0
0.1 0.0 0.0
0.0 -0.2 0.1
0.0 0.1 0.1
-0.1 0.0 0.0
0.0 0.0 0.1
0.1 -0.1 -0.1
0.0 -0.1 0.1
0.1 0.0 0.1
0.0 0.0 0.1

Relative energy (zero: lowest compared OMol25 entry of this formula, charge and spin) in kJ/mol: 447.2
Kohn-Sham gap in eV: 8.7
Strongest force on any atom in hartree/bohr: 0.0705
2S+1: 1
Total charge: 0


[2]
The following is a quantum chemistry calculation of one molecule with the formula C6H12N2O3, from OMol25.

Last column: Löwdin charge in e.
Geometry (Å):
C -2.7231 -1.2442 -0.0081  -0.065
C -1.3485 -0.6040 0.3469  -0.303
N -1.3342 -0.0001 1.7774  0.056
C -1.2307 0.6601 -0.4942  -0.373
O -2.1602 1.2247 -1.0521  0.060
N 0.1773 1.0399 -0.8755  0.104
C 1.5221 0.7444 -0.2845  -0.240
C 1.7898 1.5403 1.0656  -0.028
C 1.7242 -0.6981 -0.1555  -0.604
O 2.2111 -1.2742 0.7554  0.157
O 1.5640 -1.2395 -1.3440  0.140
H -3.5404 -0.4628 -0.1388  0.094
H -3.1511 -1.9913 0.7455  0.091
H -2.6001 -1.7717 -0.9641  0.076
H -0.4391 -1.1855 0.1348  0.114
H -2.0368 0.7372 1.8218  0.073
H -1.6645 -0.7946 2.3364  0.068
H 0.1625 1.7035 -1.5639  0.078
H 2.2811 1.1787 -1.0997  0.199
H 1.5805 0.9514 1.9654  0.075
H 1.2868 2.4804 1.1484  0.064
H 2.8249 1.8090 0.9983  0.059
H 2.0719 -2.0121 -1.3931  0.105

Forces on the atoms, in the same order (eV/Å):
-0.7 -0.5 0.4
-1.5 2.3 1.4
0.3 -1.9 -1.2
2.7 0.5 -2.7
1.4 -0.4 1.1
-2.3 -2.5 2.7
-1.3 4.2 0.1
0.2 -1.3 -1.0
1.5 0.5 -0.8
0.3 -0.8 1.7
-1.5 0.8 -1.7
1.3 -0.8 0.1
1.1 0.9 -0.8
-0.3 0.1 0.2
-0.8 -0.3 0.6
0.0 -0.3 -0.1
0.1 0.7 0.2
-0.1 2.0 -1.8
-1.6 -1.3 1.7
0.1 0.0 -0.4
-0.8 0.4 -0.4
0.8 -0.1 0.5
1.0 -2.2 0.0

Relative energy (zero: lowest compared OMol25 entry of this formula, charge and spin) in kJ/mol: 187.9
Kohn-Sham gap in eV: 10.0
Strongest force on any atom in hartree/bohr: 0.0850
2S+1: 1
Total charge: 0


[3]
The following is a quantum chemistry calculation of C6H12N2PRuS as an isolated structure, from OMol25.

Last column: Löwdin charge in e.
Geometry (Å):
C 1.7806 -2.0368 -0.2800  -0.276
C 1.9078 -1.5980 1.0815  -0.179
C 0.6469 -1.8113 1.7469  -0.223
C -0.2411 -2.4703 0.8192  -0.252
C 0.4524 -2.5948 -0.4396  -0.246
Ru 0.1676 -0.4254 -0.0233  0.668
P 0.7723 0.3339 -2.0182  0.594
H 2.5585 -2.0340 -1.0304  0.088
H 2.8047 -1.1828 1.5245  0.096
H 0.4192 -1.5562 2.7752  0.098
H 0.0724 -3.0772 -1.3325  0.099
H -1.2525 -2.8139 1.0166  0.101
H 0.3479 -0.4434 -3.1327  -0.106
H 2.1706 0.3199 -2.2733  -0.118
H 0.4645 1.6457 -2.4688  -0.118
N -1.6280 2.6327 -0.6711  0.015
C -1.6143 2.0552 0.5316  -1.027
N -1.6101 2.8166 1.6271  0.019
S -1.7920 0.3566 0.7125  0.505
H -1.5546 3.6353 -0.7716  0.077
H -1.6983 2.0685 -1.5082  0.046
H -1.6114 2.3546 2.5263  0.065
H -1.5629 3.8252 1.5882  0.075

Forces on the atoms, in the same order (eV/Å):
0.1 -1.5 1.2
-0.5 -0.5 -0.7
0.4 -1.4 -0.3
1.1 -0.6 0.3
0.7 -0.3 0.6
-1.0 2.0 1.0
1.1 0.5 -2.2
-0.1 0.0 0.1
-0.2 0.1 -0.1
0.0 0.0 -0.2
0.0 0.1 0.1
0.2 0.2 0.0
0.2 0.4 0.0
-0.2 0.2 -0.4
0.1 -0.4 -0.1
-0.1 1.3 -2.9
0.3 -2.1 0.4
-0.1 1.8 2.5
-2.0 -0.1 0.6
-0.1 -0.4 -0.1
-0.1 0.4 0.5
0.0 0.4 -0.3
0.0 -0.4 0.1

Kohn-Sham gap (alpha / beta) in eV: 4.3 / 7.5
Strongest force on any atom in hartree/bohr: 0.0620
2S+1: 6
Total charge: 0


[4]
The following is a quantum chemistry calculation of a 2-piece molecular cluster, C6H12N2S overall, from OMol25.

Last column: Löwdin charge in e.
Geometry (Å):
C 2.1076 -1.1265 -0.4410  -0.040
C 1.2376 -1.0520 0.7772  -0.364
C 1.7180 -0.9348 2.0614  -0.082
N 0.6185 -0.7980 2.8524  0.041
C -0.4821 -0.8317 2.0417  -0.206
N -0.1119 -1.0002 0.8061  0.064
H 2.4227 -2.1314 -0.7410  0.073
H 3.0831 -0.7106 -0.1976  0.071
H 1.5424 -0.6576 -1.2275  0.063
H 2.7291 -1.1055 2.3898  0.113
H 0.6503 -0.7867 3.8523  0.140
H -1.4633 -0.5466 2.3723  0.111
C -2.3757 0.1695 -1.9533  -0.387
S -1.8884 1.2572 -0.5534  0.707
C -0.7535 2.4214 -1.3619  -0.436
H -1.8075 0.4354 -2.8290  0.031
H -2.3045 -0.8469 -1.5651  0.016
H -3.4631 0.2607 -1.9377  0.012
H 0.1592 1.9065 -1.6630  0.023
H -0.3845 3.0611 -0.5567  0.023
H -1.2338 3.0168 -2.1260  0.027

Forces on the atoms, in the same order (eV/Å):
-0.1 -0.8 0.6
1.2 -0.3 1.0
0.1 -0.5 -0.8
-0.1 -0.1 0.4
0.8 0.2 0.3
-0.8 0.0 -1.1
-0.7 -0.2 0.0
-0.2 0.8 -0.3
0.4 0.3 -0.6
-0.1 0.3 0.4
-0.2 0.2 0.2
-0.2 -0.3 0.1
-0.9 0.0 2.2
0.1 0.5 -0.4
0.3 -0.4 1.0
-0.2 -0.3 -0.4
1.0 -0.2 -0.5
0.1 0.5 -1.2
-0.2 -0.1 -0.6
-0.4 0.2 0.0
0.1 0.0 -0.3

Relative energy (zero: lowest compared OMol25 entry of this formula, charge and spin) in kJ/mol: 88.9
Kohn-Sham gap in eV: 8.6
Strongest force on any atom in hartree/bohr: 0.0472
2S+1: 1
Total charge: 0